# 1
Density functional theory data (wB97M-V/def2-TZVPD) for a structure of composition C25H43F3InO3P2S.

```
78
Properties=species:S:1:pos:R:3
In -1.663 1.796 -1.870
C 4.130 -1.888 0.861
C 3.119 -2.849 0.593
C 3.453 -1.614 -1.309
C 4.364 -1.157 -0.331
C 2.691 -2.665 -0.746
C 4.873 -1.738 2.130
H 4.419 -2.345 2.922
H 4.861 -0.687 2.452
H 5.926 -2.048 2.017
C 5.443 -0.167 -0.535
H 5.343 0.671 0.164
H 5.404 0.231 -1.553
H 6.434 -0.619 -0.368
C 3.392 -1.161 -2.715
H 4.312 -1.416 -3.262
H 3.252 -0.073 -2.770
H 2.552 -1.648 -3.221
C 1.659 -3.496 -1.412
H 1.885 -4.571 -1.356
H 1.508 -3.204 -2.456
H 0.700 -3.383 -0.896
C 2.621 -3.930 1.472
H 2.789 -4.935 1.037
H 1.533 -3.836 1.619
H 3.112 -3.897 2.451
C 0.913 0.297 2.759
C 1.274 -0.755 3.524
C 0.607 -2.090 3.724
C -0.768 -2.238 3.064
C -0.553 -2.660 1.639
C -0.354 -1.812 0.637
C -0.276 -0.331 0.608
C -0.289 0.483 1.908
H 0.529 -2.306 4.811
H -1.314 -1.289 3.114
H 1.284 -2.884 3.333
H -1.250 0.392 2.417
H 1.489 1.208 2.918
H 2.153 -0.644 4.179
H -0.223 1.547 1.612
H 0.627 -0.017 0.037
H -0.372 -2.179 -0.395
H -1.126 0.013 -0.008
H -1.334 -3.037 3.561
H -0.523 -3.732 1.432
P -3.474 2.581 -0.512
P -4.010 1.434 -3.328
C -5.132 2.864 -1.185
C -5.330 2.543 -2.650
H -5.343 3.915 -0.974
H -5.793 2.263 -0.548
H -6.285 2.021 -2.779
H -5.359 3.457 -3.258
C -4.756 1.335 -4.989
H -4.301 0.501 -5.533
H -4.581 2.267 -5.533
H -5.838 1.166 -4.888
C -4.782 -0.136 -2.711
H -5.879 -0.029 -2.779
H -4.485 -0.376 -1.681
H -4.449 -0.941 -3.384
C -3.059 4.182 0.204
H -2.221 4.106 0.907
H -4.004 4.461 0.690
H -2.819 4.907 -0.587
C -3.860 1.463 0.851
H -4.719 0.846 0.547
H -4.144 2.148 1.661
H -3.024 0.818 1.147
F 4.026 2.766 -0.283
C 3.169 2.925 0.764
F 3.236 1.771 1.490
F 3.639 3.912 1.554
S 1.458 3.316 0.086
O 0.599 3.352 1.269
O 1.787 4.595 -0.509
O 1.124 2.227 -0.846
```

Properties
- multiplicity = 1
- relative energy (zero: lowest compared OMol25 entry of this formula, charge and spin) (kcal/mol) = 20.10
- net charge = +1
- highest occupied orbital energy (spin up / spin down) (eV) = -9.937 / -9.937
- E (Ha) = -2774.35892
- lowest unoccupied orbital energy (spin up / spin down) (eV) = -5.32 / -5.30



# 2
Density functional theory data (wB97M-V/def2-TZVPD) for a cluster of 5 separate species, C12H20N4O8S in total.

```
45
Properties=species:S:1:pos:R:3
C -0.568 -1.242 2.296
N -0.365 -1.153 0.831
O 0.645 -1.619 0.353
O -1.288 -0.675 0.178
H -1.068 -0.337 2.617
H 0.377 -1.319 2.817
H -1.197 -2.113 2.452
C 3.311 -3.129 5.026
N 2.748 -3.591 3.723
O 2.315 -2.740 2.970
O 2.742 -4.781 3.508
H 3.739 -2.148 4.863
H 4.038 -3.867 5.340
H 2.485 -3.070 5.728
O 0.118 3.809 3.259
S 0.475 2.480 2.927
O 0.191 1.425 3.828
O -0.093 2.119 1.488
C 0.885 2.480 0.500
C 2.201 2.084 1.147
O 2.020 2.406 2.528
H 0.667 1.955 -0.424
H 0.868 3.556 0.307
H 3.029 2.664 0.751
H 2.382 1.013 1.033
C -2.559 3.943 -1.963
C -2.820 3.028 -3.013
C -2.544 1.767 -2.541
N -2.135 1.899 -1.241
C -2.118 3.216 -0.891
H -2.649 5.015 -2.017
H -3.218 3.247 -3.991
H -2.609 0.794 -2.995
H -1.747 1.155 -0.682
H -1.843 3.542 0.096
C -1.391 -1.946 -3.195
C 0.023 -2.100 -3.098
C 0.485 -2.399 -4.354
N -0.581 -2.407 -5.198
C -1.731 -2.134 -4.498
H -2.069 -1.729 -2.385
H 0.608 -2.009 -2.199
H 1.496 -2.453 -4.723
H -0.557 -2.529 -6.193
H -2.700 -2.107 -4.964
```

Properties
- multiplicity = 1
- relative energy (zero: lowest compared OMol25 entry of this formula, charge and spin) (kcal/mol) = 0.00
- highest occupied orbital energy (eV) = -7.999
- SMILES = C[N+](=O)[O-].C[N+](=O)[O-].O=S1(=O)OCCO1.c1cc[nH]c1.c1cc[nH]c1
- E (Ha) = -1688.15653
- lowest unoccupied orbital energy (eV) = -0.01



# 3
Density functional theory data (wB97M-V/def2-TZVPD) for a cluster of 2 separate species, C3H10N2O in total.

```
16
Properties=species:S:1:pos:R:3
C 0.615 -1.697 -2.547
C 0.549 -0.873 -1.502
N -0.270 -1.229 -0.366
H 1.193 -1.404 -3.421
H 0.085 -2.630 -2.679
H 1.191 -0.006 -1.541
H -1.201 -1.439 -0.698
H -0.006 -2.113 0.075
N -0.137 2.138 0.815
C -0.434 1.579 2.079
O 0.004 0.267 2.410
H 0.698 1.737 0.429
H -0.891 2.166 0.166
H -0.014 2.160 2.921
H -1.531 1.604 2.237
H 0.149 -0.259 1.621
```

Properties
- multiplicity = 1
- relative energy (zero: lowest compared OMol25 entry of this formula, charge and spin) (kcal/mol) = 49.20
- highest occupied orbital energy (eV) = -8.998
- SMILES = C=CN.NCO
- E (Ha) = -304.99625
- lowest unoccupied orbital energy (eV) = 0.86



# 4
Density functional theory data (wB97M-V/def2-TZVPD) for a structure of composition C21H44F5NbO21P.

```
93
Properties=species:S:1:pos:R:3
O 5.710 -6.580 0.388
P 4.242 -7.034 0.235
O 3.639 -7.387 1.765
O 4.202 -8.458 -0.701
C 3.355 -5.686 -0.702
Nb 1.410 -4.918 0.171
C 0.157 -6.688 -0.658
F -1.028 -6.217 -1.376
F 0.877 -7.528 -1.548
C -0.310 -7.588 0.581
F 0.781 -8.353 0.976
F -0.771 -6.791 1.612
F -1.321 -8.515 0.228
H 3.581 -6.579 2.310
H 3.266 -8.761 -0.724
H 4.068 -4.815 -0.832
H 3.154 -6.096 -1.754
H 1.649 -5.692 1.792
H 2.221 -3.387 0.743
H 1.077 -4.032 -1.405
H -0.152 -4.233 0.807
C -0.789 1.328 -0.408
O -0.671 0.412 0.678
C -1.844 -0.015 1.165
O -2.936 0.308 0.767
O -1.592 -0.865 2.168
C -2.758 -1.408 2.785
H 0.216 1.607 -0.724
H -1.297 0.860 -1.253
H -1.315 2.233 -0.094
H -3.342 -1.982 2.064
H -3.365 -0.617 3.231
H -2.434 -2.081 3.579
C 0.070 4.506 -5.464
O -0.427 3.536 -4.543
C -1.767 3.445 -4.505
O -2.538 4.095 -5.164
O -2.098 2.503 -3.607
C -3.503 2.297 -3.463
H 1.158 4.489 -5.408
H -0.228 4.256 -6.484
H -0.276 5.505 -5.195
H -3.942 1.961 -4.404
H -3.992 3.208 -3.113
H -3.648 1.517 -2.716
C 2.180 -6.055 -7.555
O 0.811 -6.188 -7.182
C 0.608 -6.232 -5.854
O 1.460 -6.169 -5.008
O -0.708 -6.358 -5.640
C -1.075 -6.417 -4.258
H 2.225 -6.030 -8.644
H 2.595 -5.122 -7.170
H 2.761 -6.909 -7.204
H -0.791 -5.499 -3.743
H -0.624 -7.285 -3.777
H -2.159 -6.520 -4.205
C 0.516 4.984 -1.272
O 1.392 4.472 -0.270
C 2.690 4.754 -0.475
O 3.139 5.380 -1.400
O 3.396 4.219 0.529
C 4.802 4.443 0.440
H -0.501 4.696 -1.008
H 0.567 6.074 -1.309
H 0.753 4.553 -2.247
H 5.024 5.511 0.472
H 5.207 3.992 -0.468
H 5.268 3.966 1.301
C 1.423 4.858 2.576
O 0.990 5.547 3.752
C 1.791 6.550 4.129
O 2.803 6.897 3.574
O 1.271 7.104 5.235
C 2.028 8.195 5.752
H 0.702 4.069 2.366
H 1.452 5.535 1.725
H 2.398 4.400 2.738
H 2.082 9.007 5.024
H 3.029 7.868 6.039
H 1.516 8.562 6.641
C -2.536 3.098 4.931
O -3.711 2.309 4.753
C -4.793 2.784 5.384
O -4.840 3.781 6.058
O -5.816 1.954 5.134
C -7.043 2.339 5.748
H -1.727 2.621 4.379
H -2.682 4.103 4.530
H -2.256 3.141 5.985
H -7.369 3.313 5.380
H -6.943 2.350 6.835
H -7.795 1.598 5.477
```

Properties
- multiplicity = 1
- net charge = -1
- highest occupied orbital energy (eV) = -5.828
- E (Ha) = -3304.18938
- lowest unoccupied orbital energy (eV) = 1.34